Entry from OMol25: a gas-phase ion, C9H13IN4 (charge +2) at a distorted geometry (ωB97M-V with the def2-TZVPD basis set).

Energy relative to the best compared isomer or geometry (same formula, charge and spin) ... 32.7 kcal/mol
E ... -23585.01149 eV
SMILES ... CC(C)C1=N[C@@]([NH3+])(I)[n+]2ccncc21

Geometry as ORCA input:
```
! wB97M-V def2-TZVPD RIJCOSX def2/J DEFGRID3
* xyz 2 1
H -2.16087 -0.16207 0.90158
C -0.16373 1.99836 -0.92406
C 2.03664 -0.20299 0.87123
N 0.31551 3.20263 -0.85688
C 0.14865 -0.54490 -0.18108
H -0.60201 -1.71547 -2.80375
C 2.02645 2.40121 0.67354
H -1.16383 -0.02044 -2.43065
H -2.22238 -1.19015 -2.48770
I 4.13279 -0.44714 -0.41640
N 1.05631 -1.08464 0.53902
C -2.22788 -1.01655 0.15105
N 1.51937 1.14770 0.49328
C -0.99512 -1.35537 -0.71066
C 1.43338 3.40498 -0.08559
H 1.48105 -0.66200 2.82159
H 2.79063 0.36309 2.82957
H -2.46529 -1.79911 0.91607
H -0.69732 -2.31582 -0.42788
H 2.88512 2.61500 1.28930
H 3.03547 -1.21193 2.36709
H 1.81602 4.44590 -0.05115
C -1.15588 -1.09962 -2.14957
H -1.08925 1.85247 -1.52687
H -3.00494 -1.10331 -0.59743
C 0.57209 0.93374 -0.38056
N 2.38291 -0.41675 2.33122
*
```

Entry from OMol25: a molecular structure, C22H20N4O7Rh at a distorted geometry (ωB97M-V with the def2-TZVPD basis set).

Energy relative to the best compared isomer or geometry (same formula, charge and spin) ... 0.0 kcal/mol
E ... -46438.32805 eV

Geometry as ORCA input:
```
! wB97M-V def2-TZVPD RIJCOSX def2/J DEFGRID3
* xyz -1 1
Rh -0.13190 0.02540 0.15750
N -0.38310 2.02280 0.56390
H -3.54700 0.55530 -2.12060
O 0.27090 0.08960 -2.15010
N 1.85430 0.14350 -0.02950
C -0.31630 -2.95400 -1.28940
C -2.48170 -2.41110 0.61360
C -4.29490 -0.86230 0.12060
O -0.12390 -2.26690 -0.06700
H -0.89270 -3.77890 1.08660
N 2.06160 -3.38770 0.98400
H -4.36690 1.31560 0.06560
C 1.49580 0.09290 -2.44430
C -1.61110 2.20480 1.15300
C -5.16320 -1.93810 0.13180
C 0.28730 3.17180 0.64790
C -4.73100 -3.23450 0.35710
O 0.66700 -0.16660 2.33470
N -2.04480 -0.02610 0.55840
H -6.21200 -1.75860 -0.06250
H -0.21440 5.15880 1.46850
O 3.08990 -2.96210 0.50600
C -4.83770 0.44720 -0.39080
C -1.04080 -2.69900 0.93730
C 3.82470 0.05100 -1.36860
C 4.00470 0.13820 1.00300
C 4.62330 0.06090 -0.23550
H -0.73270 -2.16340 1.84470
H 4.23650 0.01270 -2.36580
C -2.92480 -1.07610 0.43010
C -4.61290 0.53150 -1.90260
C -2.44630 1.09070 1.20910
C 2.62170 0.16940 1.06610
C -1.71040 3.54220 1.59700
H -5.06740 1.43780 -2.29820
C 2.44690 0.09430 -1.22700
O 1.54560 -4.48530 1.06990
H -3.33240 1.06380 1.82930
O 2.00100 0.08850 -3.55820
C -0.50750 4.14380 1.27110
H -2.56030 3.99680 2.07130
H 0.56200 -2.77940 -1.91020
H -3.01800 -4.47080 0.68480
H 5.69990 0.00080 -0.31170
H -5.43440 -4.05400 0.36200
O 2.51410 0.45370 3.42480
H 4.55900 0.16070 1.92870
H -1.20810 -2.60070 -1.81580
H 1.29550 3.27630 0.28370
C 1.87760 0.17140 2.42130
C -3.37840 -3.46050 0.55090
H -5.90970 0.49060 -0.17890
H -5.05410 -0.32880 -2.40340
H -0.41110 -4.02750 -1.08190
*
```

Entry from OMol25: 9 unconnected molecules or ions with the total composition C49H124N10O17 at a distorted geometry (ωB97M-V with the def2-TZVPD basis set).

Energy relative to the best compared isomer or geometry (same formula, charge and spin) ... 0.0 kcal/mol
E ... -102523.49965 eV
SMILES ... COCCNCCOC.COCCNCCOC.COCCNCCOC.COCCNCCOC.COCCNCCOC.COCCNCCOC.COCCNCCOC.COCCNCCOC.NC(N)=O

Geometry as ORCA input:
```
! wB97M-V def2-TZVPD RIJCOSX def2/J DEFGRID3
* xyz 0 1
C -0.26463 2.21438 5.07900
C 4.04555 -2.16178 0.53059
O -2.91117 0.98328 -0.97851
H -3.86686 2.75642 1.69645
H 9.63722 0.55467 1.96194
H 1.50236 -6.79291 -7.29034
H 3.33335 2.84339 -2.40477
C -2.54556 -6.85676 5.08945
H -0.98154 1.89052 4.30946
H -1.71050 4.76319 -1.78520
C 4.33268 -4.40832 1.09915
H 4.71960 1.14071 -7.87524
H -0.15118 8.91656 0.05016
C -0.05688 -0.25244 0.55553
N -0.41443 1.03631 0.91560
C 3.33148 -8.41182 -6.54533
H 2.33543 4.47030 1.73294
H 3.70647 -0.35868 -7.48820
H -0.08759 3.14785 -3.13983
H 0.27204 -5.98214 -2.13920
O 3.04139 0.82101 -9.00888
H 1.96423 0.92730 -6.54854
H 3.87435 -0.17266 0.13939
H -4.58561 4.39114 -1.99853
H -1.73994 1.73449 8.74898
H 2.61538 -5.90118 -6.15974
C -0.74315 -6.38490 3.51595
H 0.05361 -3.61757 -3.79484
C 1.82423 -6.65300 -6.25033
C 2.52713 0.40511 -2.11323
H -5.15924 0.74718 -3.33527
H 2.00892 1.08462 -1.42758
H 5.00047 -4.62792 0.25443
H 0.36815 11.28463 3.84944
C -0.04545 -5.71401 -3.14915
H -0.85730 -5.01226 8.69881
H -1.58877 3.27640 6.37392
H -5.69996 1.64331 3.19746
N -1.96843 -5.91183 4.14367
H -4.38419 2.38772 -0.72478
C -0.85986 6.50786 -0.87518
H 4.78648 2.44824 -3.26508
O -0.47767 -3.72103 -1.77944
H -1.88107 -0.36579 -0.34123
C 3.00679 2.21609 -4.43158
H -3.96416 -0.10745 1.04334
C -2.36422 1.35555 7.92969
H -0.94665 4.45968 -0.20307
C 9.27713 0.38006 2.98275
N -0.35939 6.82933 0.43694
C -0.51652 8.20133 0.79724
C -0.80958 -5.96148 8.16753
H -2.73233 -7.80032 4.56864
H -0.03791 9.70362 4.44114
H 1.24606 8.24552 1.99310
H -4.25231 -3.27708 -1.48320
C -4.32801 0.90901 0.87878
C 3.48296 -0.11558 -9.94744
H 2.76263 1.62423 2.38730
H -1.03345 -7.12829 2.76738
N -5.24286 0.51582 -4.31807
O 1.19766 2.96626 2.54443
H -3.52734 -6.46767 5.37309
H -4.61959 3.04547 -5.35345
H -4.95464 0.74409 -1.16033
H 2.99377 3.26243 -4.75265
H -0.75489 -7.52886 6.10566
H -1.58066 8.50910 0.86437
N 0.86949 1.29285 5.17676
H 4.15911 -7.69254 -6.60539
O 0.39530 -4.32535 3.67597
H 0.70676 -5.69848 2.12026
H 1.20308 -2.51166 -1.83043
C -1.73462 -7.09745 6.34252
H 2.84718 -0.06254 -10.82694
C 7.17247 1.10728 2.29852
O 0.05552 9.89129 2.36425
O 2.29522 -7.88931 -5.75291
H 2.73495 2.64026 3.82785
O -1.58132 -5.85178 7.00826
C -3.54511 1.43646 3.14448
H -2.75017 1.97061 3.67021
H -5.84870 2.85228 6.21552
H 0.53724 0.45871 5.64935
H 2.99210 -8.73594 -7.53278
H 9.50591 1.25102 3.60850
N 5.57692 -0.44742 1.36271
H 2.24025 2.96452 0.72159
H -0.92843 -6.33957 -3.34678
C 3.72631 0.70235 -7.76853
H 5.43016 0.41453 3.28206
H -3.08777 -1.93883 -1.66781
H -0.22457 7.90656 2.91036
H -2.29000 -7.75379 7.02762
O -5.03371 -1.50239 -2.24810
H 1.51633 -4.23324 -1.48474
H -7.13756 1.48893 -4.64243
H -6.75741 -0.90090 -4.02047
H -3.77799 -1.54153 -3.89989
C -5.93092 3.29830 5.21995
H -5.32960 5.08546 -3.46652
N 1.02289 -5.93912 -4.07165
H -6.06212 1.27973 -6.04329
N -3.52993 1.79768 1.71830
H 0.23201 -6.20862 7.93331
H 3.75016 -9.27949 -6.03190
H 1.39309 -2.51867 3.78580
H -1.87614 6.92039 -1.01182
H 3.59779 -0.46746 1.88244
H 9.80607 -0.48389 3.38179
C 4.19716 -0.75429 1.00853
C 0.62044 -6.22778 -5.44258
H -5.97415 4.38305 5.33761
H -0.89546 -1.77762 -0.58901
H -3.05579 0.87096 -3.04608
H -6.31221 3.59177 -4.98744
H -0.16971 -6.99066 -5.44274
C 3.75309 2.12679 -3.13048
C -6.08649 1.50087 -4.97300
C -5.50533 2.88972 -4.73045
H 2.98960 -2.35849 0.31822
C -4.67980 4.29546 -3.07942
C -4.82070 -1.74682 -3.61072
H 7.32837 2.07375 2.79567
H -1.46658 1.24380 -2.29801
H -2.70512 0.36594 8.25186
N 3.66966 1.43345 -5.45907
H 0.09924 3.20032 4.77957
H -1.20902 -6.72132 8.85541
H -0.78258 -4.79669 2.04868
O -1.76446 1.26584 6.69133
H -1.55201 -4.18010 -3.41029
C 0.81498 -3.40736 -1.32842
N -1.03086 -0.87589 -0.16858
H 2.15388 0.13257 3.98643
H 1.41485 2.98432 -2.30187
C -0.07866 -5.26037 2.76155
C -2.53642 1.43937 -2.26945
H 4.58978 -5.07838 1.91653
H -0.03648 2.71731 -1.35215
C 2.92313 1.44023 -6.71369
H -1.39600 1.26525 1.02206
H -3.30026 0.37361 3.22652
O 0.36300 4.67462 -1.77018
C 0.50629 10.21975 3.64063
C -4.12635 -2.19105 -1.41552
H -0.22737 6.99855 -1.61735
C 0.96121 -3.19372 3.05694
C -4.22798 1.31617 -0.57018
H 7.52531 1.19906 1.26092
H 1.85492 0.14865 -2.94770
H 5.07838 1.47992 1.91723
H 1.94525 1.93741 -4.31298
H 0.70420 0.40079 3.21251
H -0.17450 2.52007 7.18783
C 1.40456 0.92966 3.88001
H 0.24603 -5.31886 -5.92919
O 1.04442 -0.73040 0.80252
H -5.68856 -1.14551 -5.47444
O 7.90114 0.10165 2.97647
O -4.78878 3.01733 4.43902
C 0.38231 3.32098 -2.16453
O -5.22625 3.01914 -3.35231
C 0.18863 8.52657 2.09943
H -0.65884 6.21688 1.18100
H -6.86405 2.99808 4.73310
H -5.01354 0.96305 4.66222
H -4.97258 -2.80609 -3.87790
H -3.28154 1.96816 7.94768
C -4.84234 1.71909 3.88333
C -5.73608 -0.86710 -4.42145
H 3.79605 0.48383 -5.12789
H 1.69525 -3.44930 2.28329
C 5.73244 0.67030 2.25004
H -1.76638 -5.05717 4.65470
O 3.78100 0.83210 -2.57404
H 0.74943 -3.16369 -0.26892
H 3.48789 -1.14186 -9.55154
H 1.77394 -6.54745 -3.78991
C -0.85534 5.01944 -1.14621
H -4.30832 -1.87263 -0.39066
H 0.01312 -6.78532 4.20205
H 2.73017 2.45445 -7.06467
O 4.45606 -3.08291 1.54272
C -0.50680 -4.24876 -3.09279
C -0.93294 2.39610 6.40771
H 4.52735 0.06266 -10.25130
H 4.71255 -2.30523 -0.32988
H -3.67976 4.38257 -3.52171
H 2.64822 -0.55239 -1.60588
C 2.10536 2.03592 3.16263
H 0.14127 -2.69825 2.51223
H -5.39105 0.90336 1.17212
H 0.87056 4.02778 0.83179
H 6.02187 -1.27489 1.73869
H 1.58913 10.06642 3.75335
H 0.25819 1.47591 1.52502
H 3.29880 -4.59862 0.77464
H -2.71140 2.50395 -2.43203
C 1.70814 3.63255 1.41134
*
```

E of number 2 (C22H20N4O7Rh)?
-46438.32805 eV

What is the energy relative to the best compared isomer or geometry (same formula, charge and spin) in the third record?
0.0 kcal/mol